Entry 1:
A structure of composition C6H15AlFO at a distorted geometry. Source: the Open Molecules 2025 dataset; level of theory: the ωB97M-V functional and the def2-TZVPD basis.

As for the spin multiplicity: 1. The net charge is -1. The value obtained for the HOMO energy is -4.14 eV. As for the calculated total energy: -655.04272 hartree. The value obtained for the frontier orbital gap is 0.2844 Eh. The energy above the lowest of the compared OMol25 structures with the same formula, charge and spin comes out at 61.5 kcal/mol.

Cartesian coordinates (Å):
C  -3.238989  -0.869417  -0.026287
C  -2.082605  0.335787  0.055244
O  -1.471981  0.203229  1.393106
C  -0.468864  1.248349  1.650776
Al  1.360374  0.243950  1.768676
C  1.369333  -1.062700  0.165600
F  1.971405  -2.378914  0.493270
C  2.338544  -0.347850  -0.986270
C  1.456301  0.405783  -2.178738
H  -2.630863  -1.873509  0.185667
H  -3.803028  -0.891883  -1.052122
H  -3.958379  -0.701149  0.906374
H  -2.537711  1.395370  -0.162743
H  -1.324926  0.107166  -0.835869
H  -0.457695  2.128282  0.878133
H  -0.675881  1.640789  2.757907
H  1.503413  -0.582693  3.129211
H  2.571839  1.263207  1.564871
H  0.318091  -1.243528  -0.315637
H  3.067365  0.430634  -0.495980
H  2.928649  -1.239286  -1.487927
H  1.121083  -0.407995  -2.981477
H  0.515651  0.970899  -1.712456
H  2.128874  1.225477  -2.713329

Cartesian forces, eV/Å:
C 1.15 0.47 1.26
C -0.49 -1.39 -0.45
O -1.16 1.26 -2.72
C 0.80 0.76 1.18
Al -0.78 -0.26 -0.35
C 0.43 0.85 -1.65
F -0.70 1.26 -0.62
C -0.58 -0.75 -0.53
C 0.34 -0.02 0.32
H -1.51 2.10 -0.66
H 1.08 0.03 2.04
H 1.32 -0.42 -2.21
H 0.77 -1.80 0.73
H -1.25 0.56 1.99
H -0.54 -1.47 1.37
H 0.09 -0.38 -2.37
H -0.07 -0.07 0.31
H 0.31 0.34 0.01
H 1.94 -0.14 0.71
H -1.37 -1.65 -0.98
H -0.88 1.89 0.92
H 0.52 1.89 1.75
H 2.01 -1.32 -1.08
H -1.43 -1.75 1.01

Here are the Mulliken charges for atoms 1 to 2, given in e: atom 1 (C): -0.96, atom 2 (C): 0.00

---

Entry 2:
A structure of composition C6H15As2F12N3O3Tl at a distorted geometry. Source: the Open Molecules 2025 dataset; level of theory: the ωB97M-V functional and the def2-TZVPD basis.

As for the spin multiplicity: 1. The net charge is +1. The value obtained for the HOMO energy is -13.68 eV. As for the calculated total energy: -6469.64816 hartree. The value obtained for the frontier orbital gap is 0.0711 Eh. The energy above the lowest of the compared OMol25 structures with the same formula, charge and spin comes out at 108.7 kcal/mol.

Cartesian coordinates (Å):
Tl  3.562615  -0.420507  0.111412
As  1.846685  5.528853  -0.091188
F  3.317745  5.887193  -1.039728
F  0.953835  4.965903  -1.572108
F  0.465905  5.281663  1.101022
F  2.707325  6.181303  1.271122
F  1.282305  7.238573  -0.489118
F  2.363725  3.884323  0.333262
As  -1.107925  -4.257637  1.322152
F  -0.008145  -4.569517  2.660062
F  -1.778595  -2.747917  2.097492
F  -2.264615  -4.135017  -0.062378
F  -0.362435  -5.732507  0.520352
F  -2.319605  -5.330317  2.106032
F  0.120495  -3.243567  0.482552
O  1.309355  0.392023  3.920912
C  0.896645  0.924103  4.940952
N  1.493345  0.927753  6.057772
C  -0.382055  1.695633  4.992412
H  1.284585  1.546443  6.828322
H  2.280215  0.303633  6.164592
H  -0.902265  1.524993  5.934932
H  -1.076575  1.578073  4.160592
H  -0.151685  2.760513  5.024952
O  -0.682355  0.759833  -0.464118
C  -1.787885  0.766693  -1.035618
N  -2.869415  0.330643  -0.444198
C  -1.957695  1.317223  -2.433818
H  -2.644495  -0.129277  0.426422
H  -3.658465  0.091753  -1.027658
H  -1.037985  1.052513  -2.955508
H  -2.227155  2.372373  -2.387568
H  -2.799075  0.817183  -2.913568
O  1.492675  -2.164137  -3.485398
C  0.970425  -2.900027  -4.295018
N  0.476935  -4.062387  -3.972118
C  0.809515  -2.476987  -5.729868
H  0.489745  -4.458897  -3.043288
H  -0.268445  -4.387627  -4.571058
H  1.699705  -2.529287  -6.356708
H  0.385385  -1.479827  -5.847738
H  0.077725  -3.103737  -6.239538

Cartesian forces, eV/Å:
Tl -0.22 0.06 0.03
As -0.55 2.08 -0.44
F -1.39 -0.93 0.49
F 0.96 0.26 2.10
F 1.04 0.13 -1.87
F -0.17 -0.36 -0.13
F 0.33 -2.36 0.57
F -0.26 0.73 -0.68
As -0.79 -2.17 -0.04
F -0.64 0.85 -0.76
F 0.75 -1.57 -0.99
F 1.38 0.49 1.16
F -0.82 1.85 0.54
F 1.23 1.49 -0.69
F -0.91 -0.42 0.46
O 0.05 -0.59 -0.79
C -2.16 0.93 -1.88
N 2.96 -0.92 3.32
C -1.56 1.30 -0.46
H -0.34 -0.21 -0.18
H 0.26 0.26 0.13
H 0.04 -0.51 -0.06
H 0.35 -0.37 0.02
H 0.38 0.13 -0.24
O -0.52 0.08 -0.60
C 0.92 0.80 -0.13
N 0.00 -0.55 0.62
C 0.27 -0.50 -0.40
H -0.85 -0.46 0.33
H -0.16 -0.13 0.46
H -0.13 0.68 -0.25
H 0.60 0.12 0.07
H 0.02 -0.20 0.07
O 1.03 1.03 1.06
C 0.03 0.93 -1.04
N -1.31 -1.93 0.01
C -0.85 0.29 -1.25
H 0.12 0.34 0.28
H 0.25 -0.43 0.00
H 0.32 -0.02 0.56
H 0.34 0.17 0.46
H -0.01 -0.36 0.16

Here are the Mulliken charges for atoms 1 to 2, given in e: atom 1 (Tl): 0.98, atom 2 (As): 1.99

---

Entry 3:
A structure of composition C6H15BBaO at a distorted geometry. Source: the Open Molecules 2025 dataset; level of theory: the ωB97M-V functional and the def2-TZVPD basis.

As for the spin multiplicity: 1. The net charge is +2. The value obtained for the HOMO energy is -15.95 eV. As for the calculated total energy: -362.47111 hartree. The value obtained for the frontier orbital gap is 0.2626 Eh.

Cartesian coordinates (Å):
C  -0.686906  2.136386  0.893661
C  -1.701980  1.284935  1.698736
B  -1.683596  -0.264289  1.459475
C  -0.411046  -1.201189  1.473217
O  0.855191  -0.555083  1.196630
C  1.493928  -0.957777  0.050254
C  0.826553  -0.329732  -1.188929
C  1.142990  -1.155955  -2.543053
H  0.084968  2.522810  1.542862
H  -1.187180  3.002956  0.476016
H  -0.219035  1.580613  0.087668
H  -1.603793  1.487676  2.759742
H  -2.693738  1.635636  1.444058
H  -2.723288  -0.816957  1.265950
H  -0.341938  -1.702851  2.434701
H  -0.571411  -2.007489  0.756358
H  1.561317  -2.037423  -0.082410
H  2.515051  -0.589510  0.102351
H  1.180745  0.733803  -1.254740
H  -0.265247  -0.260325  -1.092256
H  0.195633  -1.352548  -3.046819
H  1.781979  -0.538505  -3.199387
H  1.626942  -2.077071  -2.268043
Ba  0.823861  1.461889  -2.966044

Cartesian forces, eV/Å:
C -0.45 0.32 0.66
C -0.03 -0.16 -1.10
B 0.09 0.00 0.59
C -0.25 0.42 -0.86
O 0.03 0.14 0.52
C -0.15 0.15 0.15
C 0.59 -1.23 -0.46
C -0.45 1.53 1.28
H 0.45 -0.05 -0.01
H -0.11 0.18 -0.15
H 0.24 -0.19 -0.26
H 0.18 -0.05 0.35
H -0.31 0.10 0.06
H 0.05 -0.12 0.13
H -0.01 -0.06 0.35
H 0.09 -0.29 -0.14
H -0.25 -0.24 0.09
H 0.24 0.02 -0.01
H 0.41 -2.33 3.02
H 0.03 0.02 0.32
H 0.10 -0.28 -0.28
H 0.57 -1.57 -0.11
H 0.31 -0.24 -0.22
Ba -1.39 3.95 -3.95

Here are the Mulliken charges for atoms 1 to 2, given in e: atom 1 (C): -0.27, atom 2 (C): -0.57

---

Entry 4:
A structure of composition C6H15ClCrN at a distorted geometry. Source: the Open Molecules 2025 dataset; level of theory: the ωB97M-V functional and the def2-TZVPD basis.

As for the spin multiplicity: 4. The net charge is +2. The value obtained for the HOMO energy (spin up / spin down) is -19.69 / -19.98 eV. As for the calculated total energy: -1796.26114 hartree. The value obtained for the frontier orbital gap (spin up / spin down) is 0.2386 / 0.3457 Eh. The energy above the lowest of the compared OMol25 structures with the same formula, charge and spin comes out at 0.0 kcal/mol.

Cartesian coordinates (Å):
Cr  -0.080753  -1.952292  0.945610
Cl  2.153838  -2.354473  1.353858
C  0.616805  -1.489427  -1.878304
C  0.882359  -0.200682  -1.078502
N  -0.080728  -0.047014  0.037487
C  0.325060  1.106943  0.905282
C  1.663888  0.970777  1.645959
C  -1.419642  0.292213  -0.545759
C  -2.609248  0.407942  0.431976
H  1.356979  -1.659699  -2.656290
H  -0.368167  -1.482964  -2.339067
H  0.702990  -2.371816  -1.209825
H  1.936356  -0.211756  -0.805002
H  0.832427  0.649006  -1.766646
H  0.381661  2.021061  0.309819
H  -0.437697  1.308059  1.656472
H  1.655309  0.201676  2.421672
H  2.483930  0.796465  0.950848
H  1.877313  1.933674  2.106749
H  -1.723335  -0.466133  -1.269765
H  -1.336734  1.216950  -1.117253
H  -3.357578  0.996322  -0.096125
H  -2.394395  0.903290  1.375539
H  -3.060638  -0.568120  0.621266

Cartesian forces, eV/Å:
Cr 2.61 0.83 -0.72
Cl -2.40 0.15 -0.30
C -0.63 0.54 0.65
C 0.98 -0.89 -1.68
N 0.10 1.03 -0.14
C 0.86 0.15 1.72
C -0.13 -0.05 -0.55
C -1.61 -0.61 0.23
C 0.54 -0.18 -0.20
H 0.18 -0.01 0.11
H 0.06 -0.20 -0.09
H 0.01 -0.46 0.11
H -0.26 -0.01 0.83
H -0.53 0.15 0.25
H -0.17 -0.28 -0.55
H -0.21 -0.26 -0.21
H 0.02 0.16 -0.04
H 0.07 -0.13 0.14
H -0.11 -0.03 0.17
H 0.36 -0.01 -0.07
H 0.50 0.10 0.13
H -0.15 -0.03 0.14
H -0.03 0.09 -0.05
H -0.04 -0.04 0.12

Here are the Mulliken charges for atoms 1 to 2, given in e: atom 1 (Cr): 0.82, atom 2 (Cl): -0.05

---

Entry 5:
A structure of composition C6H15ClI2O2PPtS at a distorted geometry. Source: the Open Molecules 2025 dataset; level of theory: the ωB97M-V functional and the def2-TZVPD basis.

As for the spin multiplicity: 5. The net charge is +3. The value obtained for the HOMO energy (spin up / spin down) is -18.42 / -20.29 eV. As for the calculated total energy: -2301.29299 hartree. The value obtained for the frontier orbital gap (spin up / spin down) is 0.2813 / 0.1934 Eh.

Cartesian coordinates (Å):
I  3.937330  0.358762  3.491870
I  2.046945  -1.120034  4.489606
Pt  0.092201  0.343288  -0.114926
P  -0.086641  -1.102172  -1.830807
C  0.969570  -2.573966  -1.900940
C  -1.751347  -1.836853  -1.965564
H  -0.298678  0.651228  -3.485560
H  0.224935  -0.901182  -4.223522
H  1.384877  0.079910  -3.287726
C  0.333794  -0.232048  -3.363226
H  -2.512585  -1.053844  -1.984122
H  -1.814690  -2.451437  -2.876565
H  0.776065  -3.097410  -2.851238
H  0.734996  -3.246878  -1.069699
H  -1.909812  -2.478904  -1.092589
H  2.032944  -2.297201  -1.857971
C  1.556251  -0.616692  0.501245
O  2.438630  -1.286848  0.827341
Cl  -1.763804  1.349970  -1.132656
C  0.588750  1.915178  2.966824
S  -0.311926  2.180080  1.472821
C  -1.995376  2.080374  2.060877
O  -0.034178  3.535373  0.965830
H  0.245550  0.990662  3.443522
H  0.402328  2.797664  3.595748
H  1.654277  1.810195  2.724999
H  -2.157561  2.927953  2.735012
H  -2.642808  2.140829  1.183092
H  -2.140037  1.134005  2.578325

Cartesian forces, eV/Å:
I 2.87 1.69 -0.97
I -2.11 -2.13 1.58
Pt -1.26 1.24 -0.89
P -0.80 -2.21 -2.87
C 0.56 0.22 0.78
C -0.03 0.43 0.48
H 0.12 -0.14 -0.08
H -0.08 -0.11 0.25
H -0.23 0.00 -0.16
C 0.20 0.70 0.47
H 0.07 -0.25 -0.07
H 0.26 0.22 0.20
H -0.09 0.32 0.25
H 0.08 0.00 -0.16
H -0.07 0.04 -0.14
H -0.26 -0.18 -0.10
C 2.84 -2.14 1.21
O -2.31 1.88 -0.84
Cl 0.87 -0.28 0.48
C 0.78 0.10 0.28
S -0.95 0.34 1.20
C -0.59 0.19 -0.36
O 0.29 -0.20 -0.38
H -0.23 0.26 -0.19
H 0.10 -0.25 -0.04
H -0.41 0.33 0.01
H 0.16 -0.02 -0.07
H 0.06 0.06 0.16
H 0.14 -0.13 -0.03

Here are the Mulliken charges for atoms 1 to 2, given in e: atom 1 (I): 0.51, atom 2 (I): 0.50

---

What are the molar mass values for these records? In order: 149.16 759.41 251.32 188.64 666.56 Da.